The following is a DFT calculation (wB97M-V/def2-TZVPD) of C27H21FNO3SeV as an isolated structure in a non-equilibrium geometry.

Geometry as ORCA input:
```
! RIJCOSX wB97M-V def2-TZVPD def2/J DEFGRID3
* xyz -2 1
V 0.422 0.387 -1.142
C -1.239 -4.266 3.668
C -2.474 -3.438 3.310
C -3.251 -3.004 4.546
C -2.453 -2.004 5.376
C -1.931 -0.881 4.519
C -1.616 0.376 5.129
C -1.126 1.364 4.330
F -0.823 2.564 4.905
C -0.917 1.221 2.967
C -1.238 -0.012 2.342
C -1.057 -0.200 0.959
O -0.665 0.886 0.186
C -1.334 -1.526 0.392
C -1.838 -2.477 1.170
N -2.113 -2.281 2.521
C -1.755 -1.061 3.169
C -1.090 -1.946 -1.054
O -1.553 -2.988 -1.450
O -0.348 -1.162 -1.817
H -1.515 -5.143 4.268
H -0.526 -3.659 4.234
H -0.742 -4.605 2.756
H -3.130 -4.049 2.689
H -3.499 -3.891 5.136
H -4.188 -2.540 4.227
H -1.624 -2.519 5.877
H -3.084 -1.592 6.168
H -1.773 0.543 6.191
H -0.504 2.024 2.373
H -2.067 -3.448 0.754
Se 2.788 0.312 -0.393
C 4.033 0.877 -1.730
C 5.392 0.917 -1.420
C 6.338 1.270 -2.380
C 5.943 1.600 -3.670
C 4.587 1.587 -3.980
C 3.640 1.233 -3.023
H 5.704 0.663 -0.412
H 7.391 1.291 -2.116
H 6.680 1.862 -4.421
H 4.259 1.859 -4.980
H 2.583 1.237 -3.249
C 0.323 1.465 -2.497
C -0.176 2.195 -3.630
C 0.455 3.344 -4.151
C -0.062 4.032 -5.243
C -1.225 3.613 -5.877
C -1.856 2.464 -5.393
C -1.349 1.769 -4.308
H 1.363 3.688 -3.668
H 0.451 4.916 -5.604
H -1.624 4.153 -6.726
H -2.758 2.109 -5.880
H -1.828 0.870 -3.946
*
```

Its total energy is -129723.7028 eV.



The following is a DFT calculation (wB97M-V/def2-TZVPD) of C4H4CeO as an isolated structure in a non-equilibrium geometry.

Geometry as ORCA input:
```
! RIJCOSX wB97M-V def2-TZVPD def2/J DEFGRID3
* xyz 1 2
C -1.706 0.882 0.339
C -2.615 0.491 -0.595
O -2.366 -0.560 -1.406
Ce -0.429 -1.028 -0.390
H -1.972 1.758 0.941
H -3.601 0.970 -0.759
C 3.417 -0.712 0.264
C 2.209 -0.767 -0.033
H 4.468 -0.515 0.442
H 2.594 -0.520 1.196
*
```

The expectation value of S² is 0.75. Its total energy is -19176.7439 eV. Its energy above the lowest of the compared OMol25 structures with the same formula, charge and spin is 0.000 eV.



The following is a DFT calculation (wB97M-V/def2-TZVPD) of C5H12O3 as an isolated structure in a non-equilibrium geometry.

Geometry as ORCA input:
```
! RIJCOSX wB97M-V def2-TZVPD def2/J DEFGRID3
* xyz 0 1
C -0.206 -1.833 -0.964
C 0.246 -0.764 0.025
C 1.111 0.305 -0.670
O 0.471 0.807 -1.742
C 2.255 0.556 -0.090
C 2.764 0.784 1.299
H 0.636 -1.993 -1.663
H -0.569 -2.749 -0.504
H -1.032 -1.342 -1.497
H 0.746 -1.110 0.947
H -0.389 1.018 -1.329
H 3.223 1.774 1.347
H 3.434 0.050 1.754
H 1.845 0.864 1.878
H -0.675 -0.224 0.399
H -3.626 -0.156 1.342
O -2.720 -0.072 1.038
H -2.584 0.633 -0.026
H -2.571 2.166 -0.610
O -2.358 1.284 -0.933
*
```

Its total energy is -11515.7705 eV. Its energy above the lowest of the compared OMol25 structures with the same formula, charge and spin is 6.995 eV.



The following is a DFT calculation (wB97M-V/def2-TZVPD) of a 11-piece molecular cluster, C44H110O22 overall in a non-equilibrium geometry.

Geometry as ORCA input:
```
! RIJCOSX wB97M-V def2-TZVPD def2/J DEFGRID3
* xyz 0 1
C 9.195 -1.436 -0.317
O 8.500 -1.351 0.845
C 9.030 -0.439 1.764
C 7.899 0.104 2.624
O 7.036 0.824 1.713
C 5.657 0.630 1.974
H 9.052 -0.544 -0.926
H 8.880 -2.264 -0.953
H 10.273 -1.577 -0.240
H 9.460 0.438 1.281
H 9.715 -0.957 2.435
H 8.421 0.732 3.346
H 7.385 -0.691 3.164
H 5.047 0.866 1.102
H 5.419 1.400 2.708
H 5.512 -0.408 2.272
C -4.272 -9.167 -0.163
O -3.015 -8.452 -0.190
C -2.787 -7.334 0.664
C -1.461 -6.643 0.153
O -1.604 -6.292 -1.206
C -2.168 -5.075 -1.546
H -4.430 -9.637 0.808
H -4.392 -9.988 -0.870
H -5.184 -8.577 -0.252
H -2.643 -7.594 1.713
H -3.553 -6.585 0.462
H -0.763 -7.480 0.179
H -1.206 -5.822 0.822
H -3.205 -5.123 -1.214
H -2.229 -5.042 -2.634
H -1.557 -4.308 -1.071
C -5.509 1.237 -2.627
O -6.195 2.422 -3.027
C -7.458 2.552 -2.483
C -8.339 3.384 -3.396
O -7.910 4.729 -3.350
C -8.602 5.702 -4.233
H -4.613 1.151 -3.241
H -6.146 0.353 -2.648
H -5.219 1.493 -1.608
H -7.403 3.061 -1.521
H -8.013 1.628 -2.322
H -9.359 3.328 -3.016
H -8.302 3.013 -4.420
H -8.161 6.678 -4.033
H -9.669 5.626 -4.021
H -8.562 5.505 -5.305
C -1.915 3.411 -0.538
O -2.620 4.637 -0.961
C -3.994 4.453 -1.131
C -4.790 4.430 0.195
O -5.825 5.396 0.288
C -5.483 6.742 0.391
H -1.567 2.724 -1.310
H -2.559 2.784 0.079
H -1.077 3.712 0.091
H -4.471 3.722 -1.784
H -4.338 5.372 -1.607
H -4.214 4.467 1.120
H -5.254 3.459 0.367
H -4.702 7.092 -0.285
H -5.202 6.940 1.426
H -6.282 7.456 0.191
C 2.452 -6.593 1.046
O 1.784 -5.330 1.400
C 1.640 -4.475 0.286
C 1.094 -3.171 0.678
O 1.899 -2.312 1.632
C 1.366 -2.146 2.908
H 2.008 -7.031 0.152
H 2.145 -7.289 1.827
H 3.522 -6.495 0.864
H 0.989 -4.964 -0.439
H 2.586 -4.307 -0.229
H 0.155 -3.387 1.189
H 0.940 -2.594 -0.234
H 1.199 -3.077 3.450
H 0.431 -1.584 2.905
H 2.018 -1.528 3.524
C 4.369 7.104 2.202
O 3.400 6.698 1.279
C 3.148 5.333 1.109
C 2.011 5.034 0.090
O 2.083 5.749 -1.120
C 1.411 5.029 -2.126
H 4.375 8.139 2.543
H 5.289 6.800 1.703
H 4.243 6.545 3.129
H 3.153 4.724 2.013
H 4.068 4.959 0.661
H 1.061 4.985 0.623
H 2.213 3.978 -0.084
H 0.410 4.605 -2.048
H 1.986 4.154 -2.429
H 1.426 5.599 -3.055
C -7.607 -5.006 -0.209
O -8.047 -4.438 -1.483
C -9.075 -3.438 -1.326
C -8.820 -2.085 -0.794
O -7.703 -1.428 -1.410
C -6.377 -1.989 -1.128
H -7.031 -4.331 0.424
H -6.955 -5.877 -0.267
H -8.426 -5.379 0.406
H -9.955 -3.998 -1.008
H -9.348 -3.235 -2.361
H -8.589 -2.142 0.270
H -9.737 -1.509 -0.917
H -6.332 -2.205 -0.061
H -5.600 -1.262 -1.362
H -6.232 -2.805 -1.837
C 3.046 1.010 -1.905
O 1.625 1.250 -1.477
C 1.000 0.061 -1.035
C -0.522 0.221 -1.031
O -1.174 -1.061 -0.785
C -2.559 -0.923 -0.826
H 3.596 0.366 -1.219
H 3.509 1.995 -1.958
H 3.163 0.535 -2.879
H 1.378 -0.180 -0.042
H 1.218 -0.770 -1.706
H -0.825 0.679 -1.972
H -0.879 0.947 -0.301
H -2.940 -1.944 -0.844
H -2.930 -0.603 -1.800
H -2.962 -0.321 -0.011
C 6.633 2.288 -2.871
O 7.195 3.123 -1.795
C 6.541 4.343 -1.558
C 7.250 5.056 -0.350
O 8.607 5.523 -0.605
C 8.442 6.588 -1.548
H 7.362 1.595 -3.290
H 6.433 2.800 -3.812
H 5.790 1.679 -2.545
H 5.458 4.218 -1.522
H 6.542 4.852 -2.521
H 7.385 4.331 0.453
H 6.600 5.760 0.170
H 9.409 6.929 -1.918
H 7.917 7.334 -0.950
H 7.833 6.434 -2.438
C 4.713 -6.233 3.852
O 5.012 -5.586 2.685
C 5.988 -4.621 2.688
C 6.331 -4.250 1.257
O 5.272 -4.005 0.328
C 5.332 -2.635 -0.278
H 3.884 -6.866 3.536
H 4.445 -5.636 4.724
H 5.593 -6.864 3.976
H 6.891 -4.831 3.260
H 5.640 -3.739 3.225
H 6.840 -5.181 1.010
H 7.072 -3.491 1.509
H 4.351 -2.176 -0.404
H 5.799 -2.776 -1.253
H 6.048 -1.983 0.220
C -0.532 1.973 2.455
O -1.885 1.603 2.136
C -2.630 1.087 3.254
C -3.778 0.167 2.703
O -4.720 0.924 1.907
C -5.961 0.221 1.816
H 0.163 1.135 2.423
H -0.431 2.366 3.467
H -0.269 2.730 1.716
H -3.000 2.030 3.656
H -1.970 0.513 3.904
H -4.145 -0.229 3.650
H -3.542 -0.747 2.158
H -5.815 -0.744 1.330
H -6.643 0.697 1.111
H -6.502 0.137 2.759
*
```

Its total energy is -92436.3561 eV. Its energy above the lowest of the compared OMol25 structures with the same formula, charge and spin is 6.507 eV. Its SMILES is COCCOC.COCCOC.COCCOC.COCCOC.COCCOC.COCCOC.COCCOC.COCCOC.COCCOC.COCCOC.COCCOC.



The following is a DFT calculation (wB97M-V/def2-TZVPD) of one molecule with the formula C5H6N2OS2 in a non-equilibrium geometry.

Geometry as ORCA input:
```
! RIJCOSX wB97M-V def2-TZVPD def2/J DEFGRID3
* xyz 0 1
C 0.324 0.270 2.054
C -0.744 2.181 0.862
C -0.098 1.146 1.195
C -0.570 -0.505 -0.761
C 1.819 -1.678 -0.924
N 0.538 -0.625 2.763
N -1.471 2.164 -0.436
O -0.851 -1.625 -0.145
S -1.964 0.587 -1.063
S 0.857 -0.497 -1.790
H -1.004 3.055 1.395
H 1.315 -2.574 -0.912
H 1.825 -1.394 0.069
H 2.649 -1.626 -1.626
H -0.904 2.656 -1.125
H -1.721 -1.534 0.443
*
```

Its total energy is -31975.0714 eV. Its energy above the lowest of the compared OMol25 structures with the same formula, charge and spin is 4.302 eV.



The following is a DFT calculation (wB97M-V/def2-TZVPD) of C25H42CeClN7O4S2 as an isolated structure in a non-equilibrium geometry.

Geometry as ORCA input:
```
! RIJCOSX wB97M-V def2-TZVPD def2/J DEFGRID3
* xyz 2 1
Ce 0.956 2.011 1.273
N -0.011 3.888 -0.330
C 0.812 4.958 0.314
C 1.055 4.437 1.714
O 0.031 3.767 2.218
N 2.249 4.444 2.199
C 2.461 3.806 3.542
C 2.288 2.337 3.239
O 3.041 1.814 2.371
O 1.197 1.733 3.501
H -0.968 4.013 -0.015
H -0.018 3.997 -1.340
H 1.746 5.068 -0.219
H 0.309 5.924 0.362
H 3.468 4.028 3.877
H 1.726 4.134 4.274
C -3.919 -5.048 -0.106
C -4.317 -3.783 -0.881
C -5.690 -3.322 -0.358
C -4.460 -4.149 -2.365
C -3.248 -2.645 -0.730
O -3.728 -1.409 -1.240
C -1.894 -2.999 -1.372
C -1.642 -2.419 -2.759
C -1.432 -0.922 -2.757
C -2.246 -0.052 -3.476
C -2.010 1.319 -3.495
C -0.925 1.828 -2.795
Cl -0.584 3.536 -2.839
C -0.088 0.986 -2.090
C -0.352 -0.377 -2.074
C -3.043 -2.357 0.752
N -2.414 -1.038 0.908
C -1.137 -0.724 0.938
N -1.014 0.604 1.052
C -2.327 1.038 1.093
N -3.191 0.075 1.008
H -4.668 -5.822 -0.281
H -3.888 -4.881 0.974
H -2.958 -5.461 -0.419
H -6.464 -3.987 -0.743
H -5.937 -2.307 -0.668
H -5.756 -3.367 0.732
H -5.239 -4.904 -2.472
H -3.543 -4.569 -2.783
H -4.766 -3.300 -2.988
H -4.162 -1.555 -2.089
H -1.803 -4.082 -1.428
H -1.068 -2.668 -0.726
H -2.438 -2.692 -3.453
H -0.737 -2.892 -3.150
H -3.083 -0.446 -4.041
H -2.653 1.986 -4.055
H 0.789 1.387 -1.598
H 0.326 -1.034 -1.545
H -2.413 -3.103 1.230
H -3.994 -2.306 1.270
H -0.328 -1.432 0.912
H -2.620 2.070 1.207
C 6.130 0.949 1.062
N 5.116 1.338 0.065
C 4.363 2.427 0.056
S 2.801 2.360 -0.791
N 4.778 3.586 0.527
C 6.107 3.932 1.049
H 6.041 -0.125 1.201
H 5.933 1.431 2.013
H 7.141 1.171 0.733
H 4.697 0.572 -0.437
H 4.040 4.250 0.714
H 6.874 3.398 0.501
H 6.202 3.726 2.113
H 6.256 4.995 0.883
C 2.093 -2.322 0.150
S 2.438 -0.799 1.039
C 2.400 -1.442 2.730
H 2.921 -3.005 0.326
H 2.035 -2.096 -0.911
H 1.163 -2.785 0.484
H 1.448 -1.933 2.931
H 2.529 -0.611 3.416
H 3.215 -2.152 2.863
*
```

Its total energy is -92337.0789 eV. Its energy above the lowest of the compared OMol25 structures with the same formula, charge and spin is 0.954 eV.